Molecular formula: C9H10N2O2
Method: DFT, the ωB97M-V functional and the def2-TZVPD basis

Geometry (Å):
C 1.050 0.856 2.125
C 2.190 -0.918 2.281
C 0.885 0.157 0.930
C -1.068 1.751 -1.628
C -0.694 1.611 -0.367
C -1.700 -0.936 0.538
C -0.371 0.844 -2.529
C 0.412 -0.110 -1.588
C 0.080 0.414 -0.240
N 1.838 0.080 2.985
N -1.132 -2.128 0.804
O -2.798 -0.451 0.528
O 1.564 -0.982 1.033
H 0.353 1.512 2.498
H 2.820 -1.831 2.538
H -1.581 2.494 -2.141
H -0.810 2.227 0.406
H -1.035 0.373 -3.245
H 0.446 1.263 -3.101
H 0.113 -1.063 -1.774
H 1.447 -0.138 -1.763
H -0.104 -2.286 0.868
H -1.905 -2.737 0.842

Computed properties:
* net charge: 0
* strongest force on any atom: 3.9 eV Å⁻¹
* calculated total energy: -608.8035 hartree
* HOMO energy (alpha / beta): -0.253 / -0.254 Ha
* relative energy (zero: lowest compared OMol25 entry of this formula, charge and spin): 99.9 kcal per mole

Charges per atom according to Mulliken partitioning, unit e: atom 1 (C): -0.5445, atom 2 (C): -0.0534, atom 3 (C): -0.1298, atom 4 (C): -0.6073, atom 5 (C): -1.0994, atom 6 (C): 0.4834, atom 7 (C): -0.5082, atom 8 (C): -1.0862, atom 9 (C): 1.5366, atom 10 (N): -0.5066, atom 11 (N): -0.3139, atom 12 (O): -0.5234, atom 13 (O): -0.4466, atom 14 (H): 0.3913, atom 15 (H): 0.3301, atom 16 (H): 0.5216, atom 17 (H): 0.5717, atom 18 (H): 0.3564, atom 19 (H): 0.2611, atom 20 (H): 0.3596, atom 21 (H): 0.4308, atom 22 (H): 0.3068, atom 23 (H): 0.2696

***

Molecular formula: C9H10N2O4
Method: DFT, the ωB97M-V functional and the def2-TZVPD basis

Geometry (Å):
C -2.577 -2.034 0.064
C -1.419 -2.539 0.750
C -2.594 -0.824 -0.595
C -0.356 -1.662 0.712
C -1.526 0.112 -0.594
C -0.577 -0.445 0.171
C -1.644 1.362 -1.448
C 2.188 2.166 0.673
C 2.026 0.743 0.367
N 1.813 0.250 -0.965
N 2.328 -0.141 1.386
O 1.968 -0.962 -1.218
O 2.203 -1.414 1.247
O 1.487 1.050 -1.761
O 2.473 0.370 2.441
H -3.345 -2.673 0.008
H -1.211 -3.586 1.088
H -3.517 -0.422 -0.770
H 0.625 -2.069 1.020
H -0.740 1.458 -1.923
H -2.525 1.344 -2.109
H -1.807 2.224 -0.866
H 1.558 2.501 1.487
H 1.917 2.879 -0.148
H 3.254 2.312 0.980

Computed properties:
* net charge: 0
* strongest force on any atom: 4.6 eV Å⁻¹
* calculated total energy: -759.0212 hartree
* HOMO energy (alpha / beta): -0.319 / -0.339 Ha
* relative energy (zero: lowest compared OMol25 entry of this formula, charge and spin): 241.7 kcal per mole

Charges per atom according to Mulliken partitioning, unit e: atom 1 (C): -0.6668, atom 2 (C): -0.6827, atom 3 (C): -0.6942, atom 4 (C): 0.0329, atom 5 (C): 0.6231, atom 6 (C): 0.5540, atom 7 (C): -1.3597, atom 8 (C): -1.3914, atom 9 (C): 0.2921, atom 10 (N): 1.0219, atom 11 (N): 1.0515, atom 12 (O): -0.5542, atom 13 (O): -0.6692, atom 14 (O): -0.6772, atom 15 (O): -0.6466, atom 16 (H): 0.4752, atom 17 (H): 0.3499, atom 18 (H): 0.3801, atom 19 (H): 0.5075, atom 20 (H): 0.3347, atom 21 (H): 0.3609, atom 22 (H): 0.3562, atom 23 (H): 0.3220, atom 24 (H): 0.3541, atom 25 (H): 0.3261

***

Molecular formula: C9H10N2OsS
Method: DFT, the ωB97M-V functional and the def2-TZVPD basis

Geometry (Å):
C -1.275 -1.374 -0.757
C -0.527 -0.673 -1.759
C -0.970 0.690 -1.771
C -1.964 0.845 -0.747
C -2.176 -0.434 -0.141
Os -0.098 0.188 0.240
C 2.041 0.508 -0.367
C 1.752 -0.791 -0.021
C 2.262 -2.010 0.163
N -0.225 -0.217 1.902
H -0.581 1.488 -2.397
H 0.225 -1.111 -2.409
H -2.476 1.762 -0.478
H -2.886 -0.654 0.650
H -1.205 -2.430 -0.521
H 2.072 0.798 -1.424
H -0.311 -0.497 2.885
H 2.681 1.112 0.291
H 3.288 -2.264 -0.141
H 1.663 -2.799 0.614
S 0.252 2.590 0.719
C -0.503 2.615 2.207
N -1.039 2.659 3.259

Computed properties:
* net charge: 0
* strongest force on any atom: 8.1 eV Å⁻¹
* <S²>: 6.0335
* calculated total energy: -947.0307 hartree
* HOMO energy (alpha / beta): -0.197 / -0.327 Ha
* relative energy (zero: lowest compared OMol25 entry of this formula, charge and spin): 0.0 kcal per mole
* multiplicity: 5

Charges per atom according to Mulliken partitioning, unit e: atom 1 (C): -0.4589, atom 2 (C): -0.5193, atom 3 (C): -0.3076, atom 4 (C): -0.5215, atom 5 (C): -0.6136, atom 6 (Os): 0.5210, atom 7 (C): -0.7996, atom 8 (C): 0.0888, atom 9 (C): -0.5762, atom 10 (N): -0.1949, atom 11 (H): 0.4314, atom 12 (H): 0.4437, atom 13 (H): 0.5212, atom 14 (H): 0.4070, atom 15 (H): 0.4218, atom 16 (H): 0.2754, atom 17 (H): 0.1703, atom 18 (H): 0.4187, atom 19 (H): 0.2472, atom 20 (H): 0.2417, atom 21 (S): -0.2560, atom 22 (C): 0.5392, atom 23 (N): -0.4795

***

Molecular formula: C9H10N2S2
Method: DFT, the ωB97M-V functional and the def2-TZVPD basis

Geometry (Å):
N 2.894 1.650 0.233
C 3.557 0.446 0.655
C 3.118 -0.722 -0.507
S 2.014 -2.168 -0.393
C 0.332 -1.456 -0.031
N 0.194 -0.208 -0.334
C -1.263 -0.103 -0.257
C -1.979 1.031 -0.408
C -3.401 1.172 -0.275
C -4.206 0.036 0.153
C -3.473 -1.222 0.140
C -2.148 -1.268 0.029
S -1.016 -2.591 0.326
H 1.925 1.439 0.113
H 3.145 2.283 1.004
H 3.249 0.023 1.709
H 4.706 0.467 0.751
H 4.066 -1.116 -1.122
H 2.759 0.233 -1.199
H -1.508 2.057 -0.700
H -3.824 2.179 -0.564
H -5.229 0.129 0.473
H -3.913 -2.290 0.203

Computed properties:
* net charge: 0
* strongest force on any atom: 5.5 eV Å⁻¹
* SMILES string: NCCSc1nc2ccccc2s1
* calculated total energy: -1254.7256 hartree
* HOMO energy: -0.312 Ha
* relative energy (zero: lowest compared OMol25 entry of this formula, charge and spin): 73.8 kcal per mole

Charges per atom according to Mulliken partitioning, unit e: atom 1 (N): -0.6466, atom 2 (C): -0.1970, atom 3 (C): -0.6525, atom 4 (S): -0.0996, atom 5 (C): 0.3591, atom 6 (N): -0.2790, atom 7 (C): -0.4583, atom 8 (C): 0.0904, atom 9 (C): -0.4308, atom 10 (C): -0.5717, atom 11 (C): -0.2372, atom 12 (C): 0.5020, atom 13 (S): -0.1933, atom 14 (H): 0.2397, atom 15 (H): 0.2548, atom 16 (H): 0.2205, atom 17 (H): 0.3255, atom 18 (H): 0.2685, atom 19 (H): 0.3606, atom 20 (H): 0.2154, atom 21 (H): 0.2996, atom 22 (H): 0.4024, atom 23 (H): 0.2274

***

Molecular formula: C9H10N3O
Method: DFT, the ωB97M-V functional and the def2-TZVPD basis

Geometry (Å):
O -1.134 -3.020 0.157
N -2.063 -2.443 -0.306
N -1.934 -1.092 -0.286
C -2.810 -0.250 -0.756
C -2.671 1.009 -0.003
N -1.407 0.888 0.821
C -0.929 -0.402 0.713
C 0.495 -0.513 0.259
C 0.995 0.245 -0.842
C 2.367 0.356 -1.089
C 3.270 -0.476 -0.362
C 2.743 -1.298 0.619
C 1.368 -1.406 0.847
H -3.576 -0.504 -1.352
H -2.699 1.842 -0.620
H -3.397 0.941 0.842
H -0.685 1.612 0.726
H -1.147 -0.965 1.626
H 0.176 0.840 -1.361
H 2.640 1.162 -1.683
H 4.343 -0.252 -0.524
H 3.392 -1.749 1.325
H 1.171 -2.207 1.503

Computed properties:
* net charge: +1
* strongest force on any atom: 5.0 eV Å⁻¹
* SMILES string: O=N[N+]1=CCN[C@@H]1c1ccccc1
* calculated total energy: -588.0325 hartree
* HOMO energy: -0.468 Ha
* relative energy (zero: lowest compared OMol25 entry of this formula, charge and spin): 115.1 kcal per mole

Charges per atom according to Mulliken partitioning, unit e: atom 1 (O): -0.1690, atom 2 (N): -0.3691, atom 3 (N): 0.6857, atom 4 (C): 0.0153, atom 5 (C): -0.5444, atom 6 (N): -0.3104, atom 7 (C): -0.6417, atom 8 (C): 0.4217, atom 9 (C): -0.3286, atom 10 (C): -0.6024, atom 11 (C): -0.2945, atom 12 (C): -0.6016, atom 13 (C): -0.2675, atom 14 (H): 0.6138, atom 15 (H): 0.4064, atom 16 (H): 0.3377, atom 17 (H): 0.3850, atom 18 (H): 0.5051, atom 19 (H): 0.2214, atom 20 (H): 0.4051, atom 21 (H): 0.3383, atom 22 (H): 0.3822, atom 23 (H): 0.4115

***

Molecular formula: C9H10N4
Method: DFT, the ωB97M-V functional and the def2-TZVPD basis

Geometry (Å):
C 1.695 -2.005 0.481
N 1.654 -0.758 0.483
C 0.630 0.051 0.980
C 1.265 1.322 1.548
C -0.458 -0.526 1.844
N -1.454 -1.364 1.241
C -1.871 -1.207 0.061
C -1.325 -0.147 -0.810
N -1.876 -0.027 -2.012
C -1.338 0.875 -2.795
C -0.223 1.679 -2.363
N 0.398 1.540 -1.177
C -0.169 0.541 -0.511
H 2.457 -2.341 -0.259
H 0.900 -2.724 0.939
H 2.049 0.970 2.146
H 0.544 2.009 1.875
H 1.887 1.698 0.617
H 0.133 -1.239 2.606
H -0.962 0.202 2.484
H -2.549 -1.887 -0.410
H -1.533 0.777 -3.916
H 0.147 2.561 -3.051

Computed properties:
* net charge: 0
* strongest force on any atom: 4.9 eV Å⁻¹
* SMILES string: C=N[C@]1(C)CN=Cc2nccnc21
* calculated total energy: -567.8632 hartree
* HOMO energy: -0.338 Ha
* relative energy (zero: lowest compared OMol25 entry of this formula, charge and spin): 88.1 kcal per mole

Charges per atom according to Mulliken partitioning, unit e: atom 1 (C): -0.4250, atom 2 (N): -0.5171, atom 3 (C): 1.6475, atom 4 (C): -1.6707, atom 5 (C): -1.1414, atom 6 (N): -0.5317, atom 7 (C): -0.1485, atom 8 (C): 0.5320, atom 9 (N): -0.6104, atom 10 (C): -0.2571, atom 11 (C): -0.2240, atom 12 (N): -0.4521, atom 13 (C): 0.2075, atom 14 (H): 0.3095, atom 15 (H): 0.2559, atom 16 (H): 0.4780, atom 17 (H): 0.4265, atom 18 (H): 0.3486, atom 19 (H): 0.2945, atom 20 (H): 0.3387, atom 21 (H): 0.4841, atom 22 (H): 0.3222, atom 23 (H): 0.3331